[1]
Formula: C6H9N
Source: the OMol25 dataset
Level of theory: the ωB97M-V functional and the def2-TZVPD basis

The LUMO energy comes out at 0.70 eV. The orbital gap comes out at 0.341 hartree. The value obtained for the HOMO energy is -8.6 eV. The calculation puts the energy above the lowest of the compared OMol25 structures with the same formula, charge and spin at 5.4240 eV.

Cartesian coordinates (Å):
C: 1.54 -0.44 0.00
C: 1.93 0.88 0.38
C: -0.36 -1.56 -0.19
C: 0.99 0.62 -0.77
C: -0.87 -0.11 -0.51
C: -1.64 0.52 0.60
N: 0.90 -1.43 0.48
H: 1.70 1.25 1.36
H: 2.92 1.42 0.08
H: -1.00 -2.14 0.49
H: -0.28 -2.31 -1.09
H: 0.86 0.90 -1.82
H: -1.35 -0.03 -1.54
H: -1.08 0.50 1.48
H: -2.73 0.25 0.65
H: -1.53 1.69 0.39

***

[2]
Formula: C6H9N
Source: the OMol25 dataset
Level of theory: the ωB97M-V functional and the def2-TZVPD basis

The LUMO energy comes out at 0.92 eV. The orbital gap comes out at 0.349 hartree. The value obtained for the HOMO energy is -8.6 eV. The calculation puts the energy above the lowest of the compared OMol25 structures with the same formula, charge and spin at 4.0779 eV.

Cartesian coordinates (Å):
C: 1.01 1.38 0.33
C: 0.08 -0.03 -1.45
C: -0.23 0.72 -0.06
C: 0.76 -0.47 -0.23
C: -1.66 0.81 0.37
C: 0.88 -1.76 0.50
N: 1.96 0.49 0.11
H: 0.99 2.43 0.81
H: -0.74 -0.62 -1.90
H: 0.70 0.45 -2.08
H: -2.31 0.23 -0.19
H: -2.06 1.87 0.08
H: -1.89 0.90 1.44
H: 1.07 -1.70 1.67
H: 1.59 -2.41 0.16
H: -0.16 -2.29 0.44